# 1
Density functional theory data (the ωB97M-V functional and the def2-TZVPD basis) for the ion C8H12N with charge +1.

Calculated values
DFT total energy	-9970.8190	eV
LUMO	-3.9736	eV
SMILES	C=C[C@]12C=[N+](C)C[C@H]1C2
energy above the lowest of the compared OMol25 structures with the same formula, charge and spin	89.2	kJ/mol

The geometry in ORCA input format:
```
! RIJCOSX wB97M-V def2-TZVPD def2/J DEFGRID3
* xyz 1 1
C 1.93620 0.64567 2.51503
C 0.60790 0.73847 2.33345
C 0.06759 0.74094 0.89747
C -0.86157 -0.56738 0.45301
N -0.76773 -0.89518 -0.75943
C -1.59878 -1.96227 -1.35858
C 0.35404 -0.21573 -1.44111
C 0.81825 0.82092 -0.46889
C -0.16723 1.90717 -0.05199
H 2.28157 0.61496 3.46407
H 2.75757 0.74237 1.74600
H -0.25514 0.79854 2.96067
H -1.48573 -1.11598 1.11483
H -1.93146 -1.45373 -2.30450
H -2.40537 -2.31188 -0.81514
H -0.94741 -2.73898 -1.55412
H 0.08347 0.37566 -2.35652
H 0.92968 -1.07489 -1.60285
H 1.79769 1.13115 -0.58845
H 0.09697 2.98608 0.20895
H -0.98175 1.94147 -0.66189
*
```

=====

# 2
Density functional theory data (the ωB97M-V functional and the def2-TZVPD basis) for an isolated molecule of C8H12N2.

Calculated values
DFT total energy	-11464.3525	eV
LUMO (alpha / beta)	-0.2235 / -0.2844	eV
energy above the lowest of the compared OMol25 structures with the same formula, charge and spin	664.3	kJ/mol

The geometry in ORCA input format:
```
! RIJCOSX wB97M-V def2-TZVPD def2/J DEFGRID3
* xyz 0 1
C -1.56424 2.14615 -1.25721
C -0.47099 2.66198 -0.38874
C -0.21513 0.09766 -0.63142
C -1.20940 -1.14393 1.29705
C -0.99857 1.24345 -0.16974
C 0.20319 -0.89428 0.44359
C 1.37485 -0.39172 1.33606
C 0.58594 -2.14305 -0.30142
N -1.77906 -0.04653 1.52570
N -1.57434 1.12824 1.12156
H -2.48594 2.51333 -1.16251
H -1.32852 2.00594 -2.22678
H 0.48487 2.59733 -0.91056
H -0.89759 3.31341 0.35602
H -0.48731 -0.53191 -1.55800
H -1.52416 -2.13535 1.22941
H 2.12853 -0.12961 0.50999
H 1.81194 -1.12118 2.01883
H 1.04970 0.30931 1.98554
H 1.12839 -2.80909 0.28416
H 1.03258 -2.03617 -1.21595
H -0.21876 -2.72445 -0.58543
*
```

=====

# 3
Density functional theory data (the ωB97M-V functional and the def2-TZVPD basis) for a cluster of 2 separate species, C8H12N2O in total.

Calculated values
DFT total energy	-13515.2491	eV
LUMO	0.8237	eV
SMILES	CNC(C)=O.c1ccncc1
energy above the lowest of the compared OMol25 structures with the same formula, charge and spin	305.4	kJ/mol

The geometry in ORCA input format:
```
! RIJCOSX wB97M-V def2-TZVPD def2/J DEFGRID3
* xyz 0 1
C -3.56002 -1.38242 -0.08200
N -3.02614 -0.06998 0.45714
C -1.91340 0.43696 -0.26088
C -1.71264 1.96758 -0.08112
O -1.04662 -0.39108 -0.63851
H -2.65739 -1.77781 -0.83908
H -3.59154 -2.24468 0.82182
H -4.54188 -1.08376 -0.62009
H -3.85938 0.64182 0.59120
H -2.53578 2.24074 0.51470
H -1.72448 2.46204 -1.03815
H -0.71131 2.20066 0.37238
C 3.64281 0.25049 0.77132
C 3.67004 0.42265 -0.56655
C 2.78585 -0.30036 -1.40772
N 1.56312 -0.88913 -0.94636
C 1.67154 -1.09049 0.40100
C 2.56493 -0.49066 1.33609
H 4.33608 0.74906 1.52584
H 4.44679 0.74738 -1.11272
H 2.77971 -0.20284 -2.42248
H 0.76468 -1.70985 0.79024
H 2.65504 -0.48633 2.43392
*
```

=====

# 4
Density functional theory data (the ωB97M-V functional and the def2-TZVPD basis) for a cluster of 2 separate species, C8H12N2O in total.

Calculated values
DFT total energy	-13516.9191	eV
LUMO	0.6264	eV
SMILES	C/C=C(\C)n1ccnc1.C=O
energy above the lowest of the compared OMol25 structures with the same formula, charge and spin	144.3	kJ/mol

The geometry in ORCA input format:
```
! RIJCOSX wB97M-V def2-TZVPD def2/J DEFGRID3
* xyz 0 1
C -2.38404 1.24264 -0.46682
C -0.91055 1.03772 -0.58284
C -0.10630 0.59829 0.38312
C -0.53664 0.24116 1.77575
N 1.26133 0.39222 0.11900
C 2.10875 1.18857 -0.60718
C 3.31273 0.54888 -0.61571
N 3.22314 -0.62263 0.06958
C 1.99597 -0.68768 0.49917
H -2.64949 2.25863 -0.75340
H -2.73712 1.05357 0.54030
H -2.90406 0.56583 -1.14651
H -0.49020 1.25057 -1.55740
H -1.03869 -0.72603 1.78572
H 0.33025 0.18400 2.42974
H -1.21812 0.99129 2.17206
H 1.79573 2.12670 -1.01665
H 4.23632 0.85418 -1.06511
H 1.58383 -1.50429 1.05676
C -1.21878 -2.74920 -0.75647
O -0.90203 -2.75374 0.39346
H -1.55932 -3.65380 -1.28332
H -1.19267 -1.83690 -1.37325
*
```

=====

# 5
Density functional theory data (the ωB97M-V functional and the def2-TZVPD basis) for a structure of composition C8H12N2O.

Calculated values
DFT total energy	-13514.9847	eV
LUMO	0.7741	eV
energy above the lowest of the compared OMol25 structures with the same formula, charge and spin	330.9	kJ/mol

The geometry in ORCA input format:
```
! RIJCOSX wB97M-V def2-TZVPD def2/J DEFGRID3
* xyz 0 1
C -1.14177 0.39761 0.99021
C 1.14377 1.30418 -0.12346
C -0.15836 0.75971 -0.62581
C 0.38288 -0.56879 -0.04138
C -2.36653 0.92777 1.62367
C -0.80937 1.18007 -1.94412
C 0.52896 -1.92166 -0.80174
C 2.48049 -0.22384 1.42370
N -0.48317 -0.68872 1.12543
N 1.56522 0.07773 0.36355
O 1.70405 2.37958 -0.09750
H -3.13144 0.26667 1.41348
H -2.58935 1.90671 1.09814
H -2.17633 1.21185 2.60220
H -1.96736 1.36813 -1.86999
H -0.74205 0.22936 -2.61583
H -0.29767 2.02799 -2.37571
H -0.34056 -2.57606 -0.69623
H 1.46970 -2.50610 -0.40168
H 0.84179 -1.77406 -1.82351
H 3.49365 0.06416 0.98966
H 2.36928 0.54100 2.29846
H 2.35385 -1.27291 1.62924
*
```

=====

# 6
Density functional theory data (the ωB97M-V functional and the def2-TZVPD basis) for a structure of composition C8H12N2O2.

Calculated values
DFT total energy	-15557.9651	eV
LUMO	0.1202	eV
energy above the lowest of the compared OMol25 structures with the same formula, charge and spin	863.0	kJ/mol

The geometry in ORCA input format:
```
! RIJCOSX wB97M-V def2-TZVPD def2/J DEFGRID3
* xyz 0 1
C 1.44652 1.86315 2.57628
C 0.57426 -0.17914 -0.42614
C 1.03719 -0.18417 -1.89736
C 0.01348 0.50446 -2.67712
C -1.46146 -0.06459 -2.76544
C -0.42788 -1.12165 0.08706
C -0.74065 -0.94033 1.38153
C -0.20015 -0.07493 2.20211
H 1.25414 2.64440 2.06853
H 0.90631 1.54741 3.68067
H 2.49705 1.52553 2.46204
H 1.73608 0.53797 -1.80767
H 1.07894 -1.19420 -2.66967
H 0.09294 1.46527 -2.56415
H 0.21124 0.51002 -3.69613
H -1.65003 0.39147 -1.87518
H -2.05566 0.61019 -3.28561
H -1.09920 -1.28268 -3.91993
H -0.91124 -1.91584 -0.58534
H -1.82286 -1.77454 1.62335
N 0.74615 0.69454 1.72586
N 1.18046 0.68050 0.42471
O -1.37634 -1.45101 -2.90245
O -0.52014 0.01263 3.48115
*
```